Entry from the Open Molecules 2025 dataset: the molecule C14H13F6N3O (ωB97M-V with the def2-TZVPD basis set).

Each line ends with the natural charge from an NBO analysis.
Cartesian coordinates (Å):
O -2.166 -3.117 1.141  -0.26
N -2.558 -2.066 0.669  0.16
C -1.918 -0.886 1.374  -0.41
C -2.122 0.501 0.742  0.43
N -2.511 1.505 1.615  -0.48
C -2.349 2.947 1.081  -0.26
C -2.922 3.035 -0.366  -0.41
C -1.768 2.221 -1.058  -0.21
N -1.622 0.850 -0.620  -0.47
C -0.981 -0.184 -1.533  -0.25
C 0.403 -0.545 -0.922  -0.06
C 1.400 0.333 -0.459  -0.13
C 2.631 -0.008 0.074  -0.15
C 3.688 1.073 0.412  0.98
F 3.984 1.848 -0.699  -0.32
F 3.265 1.809 1.428  -0.30
F 4.792 0.367 0.820  -0.33
C 2.891 -1.415 0.293  -0.15
C 1.951 -2.352 -0.137  -0.18
C 2.304 -3.831 -0.068  0.98
F 3.020 -4.202 -1.090  -0.30
F 1.199 -4.632 -0.094  -0.33
F 2.900 -4.100 1.148  -0.33
C 0.711 -1.912 -0.719  -0.12
H -0.861 -1.049 1.417  0.24
H -2.206 -0.887 2.458  0.27
H -2.951 3.556 1.741  0.20
H -1.387 3.392 1.109  0.19
H -2.881 4.161 -0.821  0.22
H -3.863 2.578 -0.420  0.22
H -0.743 2.641 -0.984  0.18
H -1.982 2.184 -2.134  0.20
H -1.654 -1.021 -1.783  0.23
H -0.677 0.124 -2.559  0.24
H 1.194 1.389 -0.733  0.21
H 3.932 -1.732 0.694  0.26
H -0.145 -2.575 -1.017  0.23

Its spin multiplicity is 1. The LUMO energy comes out at -0.5 eV. For the frontier orbital gap, the calculation gives 8.21 eV. The strongest force on any atom is 5.1 eV/Å.

---

Entry from the Open Molecules 2025 dataset: a cluster of 2 separate species, C10H16O in total (ωB97M-V with the def2-TZVPD basis set).

Each line ends with the natural charge from an NBO analysis.
Cartesian coordinates (Å):
C -1.471 1.035 3.433  -0.60
C -1.159 1.515 2.001  -0.41
C -0.760 0.322 1.117  -0.03
C 0.515 -0.180 1.326  -0.20
C 0.937 -1.193 0.481  -0.28
C 0.065 -1.856 -0.396  0.28
O 0.450 -2.836 -1.259  -0.66
C -1.230 -1.357 -0.531  -0.24
C -1.672 -0.290 0.308  -0.21
H -0.649 0.401 3.767  0.20
H -2.392 0.456 3.502  0.21
H -1.587 1.865 4.135  0.21
H -2.112 1.829 1.575  0.20
H -0.412 2.301 2.020  0.21
H 1.222 0.062 2.107  0.22
H 1.816 -1.814 0.682  0.20
H 1.398 -2.895 -1.230  0.48
H -1.905 -1.820 -1.235  0.22
H -2.599 0.117 -0.058  0.22
C 1.551 1.328 -3.254  -0.62
C 2.147 2.514 -2.503  -0.62
H 1.710 0.378 -2.752  0.21
H 0.484 1.458 -3.475  0.21
H 1.904 1.129 -4.269  0.20
H 1.460 3.354 -2.422  0.21
H 3.047 2.831 -3.041  0.20
H 2.459 2.272 -1.495  0.21

Its spin multiplicity is 1. The LUMO energy comes out at 0.8 eV. For the frontier orbital gap, the calculation gives 9.27 eV. The strongest force on any atom is 3.5 eV/Å. The value obtained for the energy above the lowest of the compared OMol25 structures with the same formula, charge and spin is 147.72 kJ/mol.

---

Entry from the Open Molecules 2025 dataset: a cluster of 5 separate species, C4H14O4 in total (ωB97M-V with the def2-TZVPD basis set).

Each line ends with the natural charge from an NBO analysis.
Cartesian coordinates (Å):
C 2.123 0.066 -0.258  -0.65
C 1.240 0.177 -1.304  -0.31
C -0.157 0.244 -1.092  -0.28
C -1.154 0.006 -1.985  -0.66
H 1.773 0.013 0.746  0.18
H 3.201 -0.052 -0.405  0.16
H 1.563 0.170 -2.340  0.17
H -0.385 0.394 -0.045  0.15
H -2.202 0.065 -1.684  0.16
H -0.960 -0.107 -3.071  0.16
H 0.061 -2.617 1.555  0.48
H -0.187 -1.163 1.744  0.48
O 0.408 -1.861 2.055  -0.96
H -1.885 -2.523 -0.296  0.47
H -1.559 -3.940 -0.449  0.45
O -1.114 -3.100 -0.272  -0.95
H -1.123 1.933 2.867  0.46
H -0.903 1.654 1.391  0.50
O -1.427 1.325 2.151  -0.97
H 0.506 3.798 0.168  0.46
H 1.448 2.579 -0.014  0.50
O 0.734 2.940 0.540  -0.99

Its spin multiplicity is 2. The LUMO energy (spin up / spin down) comes out at 3.5 / 3.4 eV. For the frontier orbital gap (spin up / spin down), the calculation gives 3.17 / 6.46 eV. The strongest force on any atom is 1.9 eV/Å. The charge is -1. The value obtained for the energy above the lowest of the compared OMol25 structures with the same formula, charge and spin is 114.54 kJ/mol.

---

Entry from the Open Molecules 2025 dataset: a cluster of 8 separate species, C20H38Cl6O6 in total (ωB97M-V with the def2-TZVPD basis set).

Each line ends with the natural charge from an NBO analysis.
Cartesian coordinates (Å):
Cl -0.017 -1.557 -1.388  0.00
C 0.052 0.185 -1.027  -0.27
Cl 0.126 1.058 -2.588  0.00
Cl 1.419 0.612 0.010  0.03
H -0.928 0.442 -0.624  0.24
Cl 5.215 -3.808 5.281  -0.04
C 5.771 -2.811 3.824  -0.24
Cl 5.543 -3.909 2.449  0.03
Cl 7.481 -2.331 4.101  0.02
H 5.112 -1.943 3.827  0.23
C 5.386 5.482 7.368  -0.73
C 5.278 5.494 5.877  0.59
C 5.179 4.121 5.327  -0.73
O 5.270 6.504 5.218  -0.53
H 5.511 6.498 7.741  0.23
H 6.292 5.004 7.742  0.24
H 4.432 5.036 7.651  0.23
H 6.145 3.643 5.166  0.24
H 4.704 4.219 4.351  0.24
H 4.604 3.439 5.953  0.22
C -3.855 5.127 4.035  -0.74
C -3.707 3.605 4.100  0.60
C -4.125 3.032 5.403  -0.72
O -3.254 2.895 3.229  -0.54
H -3.226 5.435 3.199  0.24
H -3.448 5.734 4.844  0.23
H -4.902 5.404 3.911  0.24
H -4.786 3.790 5.823  0.21
H -3.207 3.016 5.991  0.24
H -4.533 2.022 5.437  0.24
C 2.167 -3.951 -6.471  -0.72
C 2.176 -5.414 -6.548  0.59
C 0.973 -6.059 -5.871  -0.73
O 3.078 -6.059 -7.143  -0.55
H 2.198 -3.498 -7.462  0.25
H 3.014 -3.631 -5.864  0.25
H 1.184 -3.682 -6.083  0.21
H 0.215 -6.328 -6.606  0.24
H 0.435 -5.442 -5.151  0.22
H 1.299 -6.981 -5.391  0.24
C -7.781 0.609 -0.670  -0.73
C -6.927 -0.615 -0.518  0.60
C -7.515 -1.886 0.173  -0.72
O -5.819 -0.674 -1.078  -0.55
H -8.581 0.362 -1.368  0.24
H -7.170 1.379 -1.141  0.24
H -8.064 1.014 0.302  0.23
H -6.842 -2.707 -0.073  0.24
H -8.539 -2.103 -0.132  0.23
H -7.441 -1.669 1.238  0.23
C -2.562 -5.963 1.829  -0.72
C -3.108 -5.182 2.979  0.59
C -2.716 -3.756 3.157  -0.72
O -3.922 -5.667 3.755  -0.55
H -2.754 -7.023 1.999  0.24
H -1.479 -5.844 1.854  0.23
H -3.035 -5.663 0.894  0.24
H -1.751 -3.601 3.639  0.24
H -3.433 -3.316 3.850  0.24
H -2.735 -3.292 2.170  0.23
C 3.727 3.527 -9.405  -0.72
C 4.376 2.543 -8.488  0.60
C 4.560 3.060 -7.021  -0.73
O 4.669 1.391 -8.888  -0.55
H 3.711 3.195 -10.443  0.24
H 4.127 4.516 -9.182  0.23
H 2.686 3.466 -9.087  0.24
H 3.658 3.450 -6.550  0.23
H 5.390 3.766 -7.049  0.23
H 5.000 2.290 -6.387  0.24

Its spin multiplicity is 1. The LUMO energy comes out at 0.1 eV. For the frontier orbital gap, the calculation gives 9.64 eV. The strongest force on any atom is 3.7 eV/Å. The value obtained for the energy above the lowest of the compared OMol25 structures with the same formula, charge and spin is 135.09 kJ/mol.

---

Entry from the Open Molecules 2025 dataset: a cluster of 4 separate species, C31H44F24O6S in total (ωB97M-V with the def2-TZVPD basis set).

Each line ends with the Löwdin charge.
Cartesian coordinates (Å):
F 5.444 5.592 1.637  0.09
C 4.632 4.625 2.116  -0.29
F 5.274 3.439 1.973  0.09
C 3.310 4.576 1.353  -0.44
F 3.520 4.218 0.068  0.13
F 2.563 3.582 1.916  0.10
C 2.462 5.854 1.396  -0.05
O 2.590 6.727 0.294  0.05
C 3.639 7.617 0.293  -0.54
F 4.246 7.647 1.496  0.14
F 3.115 8.843 0.083  0.15
C 4.630 7.325 -0.833  -0.28
F 5.109 6.068 -0.730  0.10
F 5.676 8.178 -0.748  0.10
H 4.464 4.797 3.183  0.18
H 1.425 5.525 1.362  0.15
H 2.568 6.380 2.345  0.15
H 4.147 7.440 -1.806  0.18
F -6.976 -1.713 -1.877  0.09
C -5.639 -1.786 -1.666  -0.28
F -5.207 -0.515 -1.446  0.09
C -4.902 -2.386 -2.859  -0.43
F -5.018 -1.580 -3.939  0.13
F -3.579 -2.412 -2.535  0.11
C -5.301 -3.816 -3.242  -0.04
O -6.245 -3.947 -4.287  0.05
C -7.579 -3.836 -3.974  -0.54
F -7.764 -3.849 -2.639  0.14
F -8.192 -4.933 -4.469  0.15
C -8.215 -2.607 -4.622  -0.28
F -7.574 -1.482 -4.242  0.09
F -9.504 -2.502 -4.227  0.10
H -5.459 -2.363 -0.759  0.15
H -4.399 -4.282 -3.633  0.15
H -5.576 -4.409 -2.370  0.15
H -8.175 -2.684 -5.710  0.18
F -7.863 0.065 1.419  0.09
C -7.138 0.889 0.625  -0.29
F -5.985 1.173 1.281  0.10
C -7.890 2.182 0.326  -0.44
F -8.074 2.897 1.459  0.13
F -7.088 2.932 -0.481  0.11
C -9.232 2.021 -0.399  -0.04
O -10.391 2.021 0.412  0.05
C -10.763 0.842 1.012  -0.54
F -10.058 -0.194 0.518  0.14
F -12.058 0.629 0.691  0.15
C -10.660 0.922 2.534  -0.28
F -9.405 1.236 2.912  0.10
F -10.967 -0.282 3.073  0.10
H -6.884 0.363 -0.294  0.14
H -9.340 2.905 -1.024  0.15
H -9.222 1.177 -1.090  0.15
H -11.345 1.678 2.924  0.18
C 7.399 -4.549 0.313  -0.12
C 7.970 -3.969 -0.972  -0.25
C 8.715 -2.630 -0.831  -0.20
C 9.694 -2.523 0.361  -0.21
C 9.385 -1.281 1.201  -0.21
C 8.032 -1.348 1.925  -0.20
C 7.242 -0.034 1.819  -0.19
C 5.706 -0.252 1.864  -0.18
C 4.954 0.587 0.806  -0.20
C 3.892 -0.292 0.139  -0.20
C 2.790 0.566 -0.533  -0.20
C 1.447 0.430 0.178  -0.22
C 0.647 -0.751 -0.368  -0.20
C -0.759 -0.716 0.210  -0.17
C -1.372 -2.094 0.321  -0.14
O -2.744 -1.902 0.708  0.07
C -3.449 -2.975 0.669  -0.84
O -3.159 -3.948 0.139  0.16
O -4.670 -2.855 1.286  -0.42
S -4.703 -3.908 2.627  0.89
H 8.123 -4.683 1.103  0.06
H 7.031 -5.542 0.075  0.07
H 6.536 -4.005 0.667  0.06
H 7.112 -3.769 -1.608  0.10
H 8.555 -4.690 -1.523  0.10
H 7.981 -1.835 -0.763  0.10
H 9.303 -2.492 -1.728  0.10
H 9.769 -3.419 0.960  0.10
H 10.683 -2.343 -0.044  0.10
H 9.444 -0.416 0.554  0.10
H 10.162 -1.188 1.954  0.10
H 8.239 -1.474 2.980  0.11
H 7.443 -2.197 1.613  0.07
H 7.522 0.511 0.927  0.09
H 7.482 0.584 2.674  0.10
H 5.505 -1.304 1.715  0.09
H 5.363 0.081 2.834  0.11
H 4.411 1.374 1.306  0.08
H 5.614 1.021 0.071  0.11
H 3.444 -0.959 0.862  0.10
H 4.362 -0.895 -0.632  0.11
H 3.109 1.600 -0.452  0.08
H 2.730 0.328 -1.588  0.11
H 1.597 0.309 1.242  0.11
H 0.886 1.342 -0.003  0.11
H 1.148 -1.687 -0.147  0.12
H 0.612 -0.623 -1.444  0.12
H -1.427 -0.110 -0.387  0.12
H -0.777 -0.265 1.195  0.12
H -1.311 -2.571 -0.648  0.13
H -0.843 -2.687 1.055  0.14
H -5.975 -4.338 2.517  -0.12

Its spin multiplicity is 1. The LUMO energy comes out at 0.2 eV. For the frontier orbital gap, the calculation gives 9.82 eV. The strongest force on any atom is 5.8 eV/Å.

---

Entry from the Open Molecules 2025 dataset: a structure of composition C6H9O4Pr (ωB97M-V with the def2-TZVPD basis set).

Each line ends with the natural charge from an NBO analysis.
Cartesian coordinates (Å):
O -1.121 0.681 3.337  -0.41
C -1.201 1.606 2.292  0.07
C -2.343 2.191 1.944  -0.46
H -0.228 1.824 1.847  0.25
H -2.325 2.943 1.155  0.27
H -3.283 1.969 2.451  0.26
O 0.885 0.062 -2.414  -0.44
C -0.158 -0.036 -1.626  0.42
O -1.141 0.695 -1.937  -0.71
Pr -2.306 -0.298 -0.002  2.13
O -1.821 -1.023 2.068  -0.77
C -1.229 -0.596 3.055  0.76
H -0.955 -1.235 3.904  0.23
C 2.139 -0.462 -1.947  -0.07
H 2.886 0.309 -2.172  0.23
H 2.078 -0.588 -0.858  0.18
C 2.463 -1.763 -2.645  -0.64
H 1.717 -2.534 -2.406  0.21
H 2.494 -1.625 -3.734  0.24
H 3.448 -2.118 -2.312  0.25

Its spin multiplicity is 3. The LUMO energy (spin up / spin down) comes out at -9.8 / -8.8 eV. For the frontier orbital gap (spin up / spin down), the calculation gives 6.52 / 7.91 eV. The strongest force on any atom is 3.8 eV/Å. The charge is +2. The value obtained for the energy above the lowest of the compared OMol25 structures with the same formula, charge and spin is 0.00 kJ/mol.